ORCA calculation (ωB97M-V/def2-TZVPD) on C25H34MoN6O4 as an isolated structure at a distorted geometry.

calculated total energy	-1670.30167	a.u.
net charge	+2
HOMO	-13.154	eV
energy relative to the best compared isomer or geometry (same formula, charge and spin)	0.7334	eV
orbital gap	6.780	eV

Last column: Mulliken charge in e.
Geometry (Å):
Mo  -0.636  -0.046  -0.129  1.13
O  -1.373  0.421  -1.641  -0.23
C  -1.816  1.429  -2.440  0.41
C  -2.304  1.179  -3.708  -0.75
C  -2.712  2.242  -4.499  -0.65
C  -2.637  3.545  -4.023  -0.73
C  -2.177  3.788  -2.742  -0.81
C  -1.771  2.732  -1.924  1.05
C  -1.355  2.965  -0.567  -0.63
N  -0.995  2.027  0.247  0.51
N  -0.687  2.424  1.524  -1.21
C  -0.011  1.505  2.131  0.70
O  0.320  0.414  1.448  -0.61
C  0.348  1.624  3.537  0.43
C  -0.299  2.561  4.346  -0.41
C  0.019  2.635  5.688  -0.72
C  0.982  1.787  6.223  -0.37
C  1.635  0.863  5.418  -0.69
C  1.314  0.772  4.076  -0.29
H  -2.362  0.161  -4.073  0.45
H  -3.089  2.048  -5.494  0.44
H  -2.942  4.372  -4.648  0.43
H  -2.129  4.800  -2.360  0.45
H  -1.379  3.974  -0.167  0.45
H  -1.041  3.214  3.907  0.43
H  -0.486  3.352  6.322  0.41
H  1.222  1.846  7.277  0.41
H  2.392  0.218  5.843  0.41
H  1.808  0.060  3.427  0.45
N  -1.006  -2.391  -1.529  -0.26
C  0.226  -3.187  -1.495  0.51
C  0.754  -3.358  -2.934  -1.05
C  2.105  -4.035  -3.197  -1.32
C  2.203  -5.526  -2.846  -0.85
N  2.636  -5.714  -1.467  0.10
C  3.154  -6.815  -0.959  0.81
N  3.244  -7.937  -1.673  -0.35
N  3.583  -6.803  0.309  -0.37
C  1.222  -2.470  -0.555  0.20
O  2.282  -2.972  -0.233  -0.78
O  0.825  -1.311  -0.150  -0.74
H  -1.791  -2.890  -1.128  0.19
H  -1.249  -2.160  -2.485  0.14
H  0.034  -4.168  -1.052  0.26
H  0.805  -2.354  -3.369  0.53
H  -0.012  -3.908  -3.487  0.45
H  2.915  -3.494  -2.706  0.43
H  2.275  -3.948  -4.269  0.43
H  2.934  -5.986  -3.515  0.66
H  1.242  -6.024  -3.012  0.40
H  2.583  -4.876  -0.872  0.14
H  2.918  -7.978  -2.622  0.19
H  3.663  -8.767  -1.292  0.20
H  3.601  -5.942  0.828  0.18
H  4.020  -7.608  0.722  0.19
C  -4.137  -0.233  -0.479  -1.57
C  -3.598  -0.711  0.873  2.20
C  -4.086  -2.141  1.162  -1.66
C  -4.105  0.230  1.990  -1.72
C  -2.112  -0.674  0.964  -0.03
H  -5.221  -0.341  -0.502  0.54
H  -3.723  -0.822  -1.300  0.23
H  -3.901  0.821  -0.640  0.32
H  -5.175  -2.155  1.175  0.45
H  -3.726  -2.495  2.130  0.43
H  -3.743  -2.840  0.396  0.31
H  -5.187  0.333  1.910  0.46
H  -3.659  1.222  1.898  0.34
H  -3.867  -0.169  2.977  0.43
H  -1.756  -1.103  1.908  0.54

=====

ORCA calculation (ωB97M-V/def2-TZVPD) on one molecule with the formula C25H34N2O3.

calculated total energy	-1308.21372	a.u.
net charge	0
HOMO	-7.885	eV
energy relative to the best compared isomer or geometry (same formula, charge and spin)	2.8062	eV
orbital gap	8.723	eV

Last column: Mulliken charge in e.
Geometry (Å):
C  -1.427  -3.344  6.169  -1.18
C  -0.675  -3.406  4.842  -0.60
O  -1.340  -2.704  3.810  -0.32
C  -2.385  -3.274  3.154  0.87
C  -2.886  -4.548  3.391  -0.59
C  -3.955  -5.029  2.653  -0.84
C  -4.543  -4.248  1.678  -0.79
C  -4.046  -2.977  1.438  -0.34
C  -2.976  -2.477  2.159  0.22
C  -2.433  -1.098  1.898  -1.07
N  -1.084  -1.157  1.347  0.53
C  -1.005  -1.834  0.063  -1.18
C  -1.437  -0.962  -1.120  -0.79
N  -0.643  0.252  -1.137  0.27
C  -0.890  1.064  -2.321  -1.09
C  0.242  2.000  -2.604  0.20
C  0.845  2.085  -3.787  -0.47
C  1.926  2.985  -4.158  0.69
C  2.581  3.815  -3.251  -0.93
C  3.600  4.661  -3.647  -0.34
C  3.996  4.702  -4.980  0.84
O  4.982  5.497  -5.482  -0.45
C  5.666  6.356  -4.604  -0.83
C  3.353  3.872  -5.900  -0.58
C  2.342  3.032  -5.493  -0.57
C  -0.863  0.981  0.096  -1.43
C  -0.415  0.138  1.302  -0.26
C  1.111  -0.024  1.296  -0.83
C  1.622  -0.788  2.520  -0.71
O  1.267  -2.143  2.525  -0.63
H  -0.854  -3.854  6.938  0.42
H  -1.570  -2.308  6.465  0.31
H  -2.404  -3.814  6.086  0.34
H  0.290  -2.899  4.932  0.34
H  -0.485  -4.443  4.545  0.49
H  -2.450  -5.182  4.147  0.40
H  -4.329  -6.022  2.851  0.39
H  -5.379  -4.621  1.107  0.39
H  -4.500  -2.359  0.676  0.37
H  -2.366  -0.564  2.851  0.47
H  -3.138  -0.554  1.249  0.47
H  0.032  -2.139  -0.091  0.44
H  -1.623  -2.733  0.106  0.62
H  -2.519  -0.738  -1.054  0.31
H  -1.263  -1.512  -2.048  0.53
H  -1.827  1.648  -2.210  0.33
H  -1.018  0.392  -3.173  0.38
H  0.546  2.632  -1.784  0.19
H  0.503  1.441  -4.589  0.25
H  2.301  3.801  -2.209  0.29
H  4.079  5.284  -2.908  0.38
H  6.191  5.798  -3.822  0.33
H  6.393  6.887  -5.217  0.24
H  4.988  7.081  -4.140  0.33
H  3.669  3.907  -6.930  0.42
H  1.857  2.397  -6.220  0.33
H  -0.285  1.906  0.078  0.64
H  -1.932  1.255  0.211  0.34
H  -0.690  0.678  2.217  0.63
H  1.425  -0.533  0.386  0.35
H  1.562  0.970  1.296  0.39
H  2.716  -0.761  2.540  0.49
H  1.250  -0.293  3.433  0.22
H  0.299  -2.175  2.428  0.36

=====

ORCA calculation (ωB97M-V/def2-TZVPD) on one molecule with the formula C25H34N4O6.

calculated total energy	-1643.63888	a.u.
net charge	0
HOMO	-9.091	eV
energy relative to the best compared isomer or geometry (same formula, charge and spin)	0.0000	eV
orbital gap	9.646	eV

Last column: Mulliken charge in e.
Geometry (Å):
C  2.849  3.967  -2.503  -1.67
C  1.811  4.034  -1.385  0.95
C  2.227  5.058  -0.332  -1.54
C  1.635  2.637  -0.781  -1.41
C  0.610  2.564  0.352  0.59
N  0.392  1.178  0.713  0.18
C  -0.522  0.874  1.649  0.11
O  -1.020  1.677  2.427  -0.73
C  -0.913  -0.549  1.727  -0.64
N  -1.757  -0.920  2.732  0.19
C  -2.029  -2.230  2.577  -0.75
N  -1.413  -2.730  1.543  -0.67
C  -0.707  -1.701  0.984  1.51
C  0.093  -1.934  -0.226  0.38
O  0.699  -1.051  -0.829  -0.97
N  0.099  -3.218  -0.612  -0.09
C  0.833  -3.670  -1.773  0.09
C  0.089  -3.365  -3.070  -1.44
C  2.230  -3.013  -1.794  0.48
O  2.767  -2.645  -2.802  -0.61
O  2.738  -3.011  -0.573  -0.29
C  4.015  -2.379  -0.287  1.74
C  5.139  -3.151  -0.975  -1.85
C  4.137  -2.476  1.233  -1.73
C  3.992  -0.918  -0.730  -1.34
C  -0.737  3.171  -0.057  0.05
O  -1.117  4.274  0.225  -0.64
O  -1.426  2.280  -0.770  -0.13
C  -2.826  2.503  -0.972  -1.29
C  -3.562  1.613  -0.006  0.75
C  -4.002  2.107  1.213  -0.26
C  -4.599  1.261  2.132  -0.64
C  -4.752  -0.084  1.842  -0.62
C  -4.302  -0.586  0.631  -0.40
C  -3.705  0.259  -0.287  -0.43
H  2.562  3.235  -3.254  0.39
H  2.949  4.935  -2.988  0.44
H  3.819  3.683  -2.101  0.35
H  0.855  4.353  -1.815  0.24
H  3.105  4.713  0.210  0.29
H  1.420  5.233  0.373  0.33
H  2.469  6.005  -0.808  0.46
H  1.317  1.945  -1.565  0.44
H  2.595  2.287  -0.395  0.47
H  0.951  3.115  1.235  0.51
H  0.607  0.461  0.010  0.16
H  -2.106  -0.260  3.412  0.29
H  -2.668  -2.788  3.231  0.45
H  -0.444  -3.860  -0.054  0.37
H  0.993  -4.749  -1.669  0.50
H  -0.083  -2.294  -3.143  0.27
H  0.693  -3.674  -3.918  0.36
H  -0.864  -3.887  -3.092  0.41
H  5.019  -3.107  -2.054  0.37
H  6.098  -2.715  -0.709  0.46
H  5.127  -4.193  -0.662  0.40
H  3.322  -1.934  1.705  0.32
H  5.082  -2.053  1.559  0.42
H  4.087  -3.516  1.546  0.42
H  3.098  -0.434  -0.345  0.11
H  4.872  -0.407  -0.350  0.56
H  3.979  -0.848  -1.814  0.41
H  -3.049  3.560  -0.799  0.46
H  -3.034  2.234  -2.010  0.44
H  -3.867  3.152  1.447  0.41
H  -4.939  1.654  3.079  0.41
H  -5.218  -0.744  2.559  0.46
H  -4.409  -1.637  0.407  0.39
H  -3.339  -0.132  -1.225  0.38

=====

ORCA calculation (ωB97M-V/def2-TZVPD) on one molecule with the formula C25H34N6O2 at a distorted geometry.

calculated total energy	-1452.08574	a.u.
net charge	0
HOMO	-7.751	eV
energy relative to the best compared isomer or geometry (same formula, charge and spin)	0.3086	eV
orbital gap	8.395	eV

Last column: Mulliken charge in e.
Geometry (Å):
C  4.723  2.735  0.431  -1.23
C  4.821  1.440  -0.364  -0.63
C  3.752  0.433  0.069  0.07
C  3.976  -0.960  -0.565  -0.22
O  5.040  -1.309  -1.030  -0.70
N  2.884  -1.734  -0.498  0.52
C  2.791  -3.103  -0.940  -0.79
C  1.798  -3.815  -0.011  -0.92
N  0.644  -2.959  0.213  0.77
C  -0.031  -3.199  1.479  -1.26
C  -1.097  -2.116  1.696  -0.31
N  -2.070  -2.040  0.626  0.24
C  -3.084  -3.072  0.661  -1.17
C  -1.386  -1.920  -0.644  -0.02
C  -0.321  -3.000  -0.875  -1.05
N  2.399  0.882  -0.166  0.78
C  1.831  1.090  -1.397  0.68
C  2.550  0.982  -2.693  -2.15
C  0.494  1.371  -1.192  0.19
C  -0.621  1.664  -2.024  -0.76
N  -1.805  1.797  -1.542  -1.06
N  -2.034  1.660  -0.222  0.95
C  -3.405  1.749  0.129  0.08
C  -3.961  0.835  1.014  0.15
C  -5.302  0.936  1.337  -0.95
C  -6.088  1.928  0.775  -0.38
C  -5.532  2.822  -0.124  -0.61
C  -4.191  2.737  -0.449  -0.33
C  -1.070  1.481  0.766  0.58
O  -1.355  1.472  1.952  -0.69
C  0.258  1.310  0.217  0.08
C  1.460  1.008  0.822  1.08
C  1.728  0.828  2.271  -1.89
H  5.477  3.441  0.093  0.45
H  4.880  2.552  1.492  0.28
H  3.744  3.193  0.301  0.27
H  4.729  1.652  -1.428  0.25
H  5.792  0.968  -0.208  0.49
H  3.859  0.285  1.150  0.40
H  2.017  -1.412  -0.080  -0.53
H  2.442  -3.138  -1.979  0.34
H  3.779  -3.565  -0.897  0.42
H  2.283  -3.983  0.955  0.41
H  1.527  -4.795  -0.433  0.38
H  0.705  -3.146  2.285  0.55
H  -0.497  -4.199  1.507  0.26
H  -1.617  -2.295  2.639  0.70
H  -0.604  -1.142  1.757  -0.29
H  -3.818  -2.860  -0.116  0.34
H  -2.705  -4.092  0.512  0.34
H  -3.586  -3.031  1.627  0.33
H  -2.122  -1.942  -1.450  0.74
H  -0.889  -0.947  -0.656  -0.62
H  0.192  -2.798  -1.816  0.47
H  -0.795  -3.995  -0.950  0.31
H  3.032  1.924  -2.960  0.31
H  1.835  0.744  -3.477  0.52
H  3.308  0.202  -2.665  0.35
H  -0.534  1.782  -3.093  0.43
H  -3.348  0.051  1.429  0.31
H  -5.738  0.229  2.028  0.39
H  -7.135  2.001  1.033  0.39
H  -6.144  3.592  -0.571  0.37
H  -3.744  3.423  -1.151  0.46
H  2.048  -0.190  2.500  0.32
H  0.803  1.029  2.806  0.41
H  2.492  1.521  2.625  0.41